62
Properties=species:S:1:pos:R:3:nbo_charge:R:1 method="wB97M-V/def2-TZVPD" charge=0 relative_energy_kcal_mol=22.77 mol_weight_g_mol=550.96 gap_ev=8.3 multiplicity=1 smiles="CN1C(=O)[C@@H](Cc2c(F)c(F)c(F)c(F)c2F)N(/C=C/[C@@H](Oc2ccc(Cl)cc2)c2ccccc2)C1(C)C"
C 2.250 4.985 11.056 -0.419
N 1.860 5.090 9.670 -0.450
C 1.394 6.272 9.164 0.690
O 1.171 7.278 9.815 -0.613
C 1.162 6.053 7.666 -0.117
C 2.039 6.928 6.810 -0.423
C 1.768 8.373 7.055 -0.144
C 2.666 9.185 7.751 0.367
F 3.851 8.659 8.161 -0.307
C 2.380 10.509 8.085 0.274
F 3.264 11.260 8.783 -0.286
C 1.137 11.043 7.719 0.297
F 0.835 12.320 8.034 -0.284
C 0.218 10.268 6.999 0.257
F -0.977 10.791 6.637 -0.287
C 0.543 8.945 6.706 0.397
F -0.385 8.177 6.067 -0.319
N 1.413 4.634 7.508 -0.420
C 1.122 4.038 6.320 0.102
C 1.439 2.765 5.976 -0.419
C 0.669 1.925 4.922 0.064
O 0.912 2.512 3.432 -0.563
C -0.082 2.478 2.527 0.315
C 0.209 3.305 1.460 -0.259
C -0.641 3.265 0.375 -0.198
C -1.734 2.416 0.335 -0.090
Cl -2.704 2.307 -1.094 -0.001
C -2.027 1.634 1.452 -0.196
C -1.205 1.642 2.574 -0.310
C 1.323 0.568 4.530 0.051
C 1.312 -0.043 3.241 -0.215
C 1.654 -1.390 3.133 -0.220
C 2.139 -2.075 4.249 -0.203
C 2.337 -1.396 5.451 -0.219
C 1.975 -0.067 5.552 -0.240
C 2.011 4.003 8.708 0.333
C 3.501 3.665 8.506 -0.632
C 1.265 2.746 9.190 -0.642
H 2.180 5.983 11.487 0.253
H 1.588 4.300 11.600 0.202
H 3.278 4.612 11.136 0.200
H 0.110 6.282 7.427 0.227
H 3.089 6.736 7.037 0.237
H 1.858 6.705 5.754 0.236
H 0.690 4.736 5.627 0.201
H 2.408 2.449 6.526 0.218
H -0.585 1.925 4.871 0.226
H 1.163 3.831 1.480 0.234
H -0.404 3.842 -0.501 0.222
H -2.896 1.009 1.443 0.224
H -1.325 1.048 3.468 0.225
H 1.090 0.464 2.310 0.232
H 1.523 -1.909 2.189 0.218
H 2.346 -3.140 4.186 0.212
H 2.721 -1.859 6.357 0.213
H 2.129 0.491 6.477 0.204
H 4.064 4.570 8.231 0.221
H 3.901 3.241 9.440 0.218
H 3.665 2.926 7.713 0.220
H 0.242 3.015 9.492 0.226
H 1.206 1.975 8.408 0.241
H 1.802 2.325 10.054 0.218

63
Properties=species:S:1:pos:R:3:mulliken_spin:R:1 method="wB97M-V/def2-TZVPD" charge=+2 relative_energy_kcal_mol=11.71 mol_weight_g_mol=1005.05 gap_ev="7.0 / 6.3" multiplicity=5 s_squared=6.07
Pd -0.539 -0.310 -0.025 1.140
Cl -2.230 0.560 6.901 0.069
C -2.065 0.723 5.215 0.247
C -2.594 1.837 4.592 -0.084
C -2.476 2.020 3.222 0.202
I -3.265 3.681 2.318 0.054
C -1.792 1.054 2.410 0.084
O -1.650 1.217 1.177 0.347
C -1.269 -0.145 3.078 0.121
N -0.669 -1.057 2.287 0.043
C -0.153 -2.128 2.863 0.005
C -0.210 -2.370 4.237 -0.004
C -0.836 -1.455 5.049 0.041
C -1.386 -0.301 4.468 -0.014
H -3.103 2.575 5.196 0.004
H 0.320 -2.853 2.212 -0.007
H 0.226 -3.272 4.641 0.002
H -0.908 -1.615 6.115 0.008
I -4.020 0.115 -4.362 0.055
C -2.701 -1.380 -3.885 0.225
C -2.470 -2.438 -4.750 -0.113
C -1.592 -3.465 -4.445 0.274
I -1.365 -4.992 -5.805 0.073
C -0.854 -3.441 -3.205 -0.013
C 0.041 -4.446 -2.806 0.045
C 0.692 -4.331 -1.600 0.000
C 0.468 -3.200 -0.819 0.003
N -0.365 -2.234 -1.171 0.089
C -1.038 -2.356 -2.332 0.085
C -2.037 -1.308 -2.611 0.091
O -2.286 -0.428 -1.771 0.303
H -3.002 -2.469 -5.691 0.002
H 0.211 -5.305 -3.441 0.007
H 1.377 -5.093 -1.257 0.001
H 0.999 -3.066 0.116 -0.005
C 2.825 -0.584 1.565 0.022
P 1.852 0.085 0.184 0.205
C 2.770 -0.487 -1.288 0.000
C 2.029 1.885 0.237 0.047
C 3.012 2.529 0.979 0.010
C 3.068 3.915 0.997 0.000
C 2.149 4.661 0.273 0.007
C 1.169 4.026 -0.476 0.010
C 1.099 2.639 -0.500 0.007
P -0.158 1.739 -1.452 0.255
C -1.641 2.781 -1.507 0.020
C 0.429 1.719 -3.173 0.006
H 2.460 -0.196 2.516 0.000
H 3.885 -0.347 1.463 0.011
H 2.727 -1.670 1.568 -0.002
H 3.158 -1.489 -1.094 -0.001
H 3.610 0.172 -1.506 0.007
H 2.117 -0.543 -2.157 0.000
H 3.735 1.965 1.551 0.000
H 3.830 4.414 1.579 0.000
H 2.193 5.741 0.293 0.000
H 0.455 4.619 -1.034 0.003
H -1.572 3.515 -2.311 0.008
H -1.770 3.284 -0.552 -0.001
H -2.505 2.140 -1.681 0.003
H 0.661 2.734 -3.498 0.006
H -0.363 1.323 -3.808 -0.004
H 1.320 1.107 -3.289 0.003

69
Properties=species:S:1:pos:R:3:nbo_charge:R:1 method="wB97M-V/def2-TZVPD" charge=0 relative_energy_kcal_mol=10.10 mol_weight_g_mol=838.37 gap_ev=8.0 multiplicity=1
Ta 0.425 0.899 0.448 2.305
O 1.838 1.310 1.629 -0.755
C 2.138 1.940 2.785 0.431
C 3.439 2.340 3.024 -0.271
C 3.732 3.008 4.202 -0.158
C 2.737 3.279 5.137 -0.243
C 1.440 2.874 4.879 -0.131
C 1.123 2.205 3.699 -0.203
C -0.265 1.831 3.448 0.207
N -0.691 1.333 2.358 -0.334
N -2.079 1.093 2.308 -0.350
C -2.356 0.530 1.191 0.570
O -1.408 0.205 0.306 -0.781
C -3.747 0.256 0.790 -0.054
C -3.998 -0.737 -0.152 -0.204
C -5.303 -1.001 -0.541 -0.206
C -6.349 -0.265 0.000 -0.196
C -6.093 0.732 0.933 -0.215
C -4.793 0.993 1.333 -0.171
H 4.200 2.115 2.290 0.229
H 4.751 3.320 4.393 0.218
H 2.973 3.801 6.053 0.221
H 0.649 3.079 5.592 0.216
H -0.999 2.000 4.232 0.208
H -3.173 -1.298 -0.574 0.235
H -5.502 -1.777 -1.268 0.212
H -7.367 -0.465 -0.310 0.214
H -6.910 1.312 1.344 0.217
H -4.576 1.770 2.053 0.232
O -2.200 2.581 -1.473 -0.988
P -1.003 3.479 -0.993 2.576
O -1.373 4.869 -0.820 -1.055
O -0.289 2.732 0.201 -1.098
O 0.159 3.258 -2.157 -1.077
P 0.944 1.866 -2.136 2.582
O 1.640 1.799 -3.541 -0.968
O 1.897 1.784 -0.947 -1.075
O -0.062 0.753 -1.902 -1.118
H -1.927 1.678 -1.715 0.533
H 1.896 2.655 -3.902 0.529
O 2.079 -1.681 3.072 -0.589
C 1.585 -1.561 1.979 0.807
O 0.469 -0.915 1.707 -0.792
C 2.186 -2.182 0.722 -0.858
P 1.327 -1.344 -0.632 1.066
C 2.481 -1.417 -2.034 -0.403
C 3.582 -0.559 -1.981 -0.129
C 4.548 -0.591 -2.974 -0.216
C 4.425 -1.479 -4.033 -0.195
C 3.343 -2.345 -4.086 -0.209
C 2.376 -2.320 -3.089 -0.183
C -0.128 -2.349 -1.053 -0.382
C -0.662 -3.231 -0.116 -0.117
C -1.800 -3.967 -0.413 -0.228
C -2.421 -3.824 -1.645 -0.201
C -1.911 -2.926 -2.573 -0.210
C -0.775 -2.186 -2.278 -0.188
H 1.997 -3.257 0.710 0.263
H 3.262 -2.024 0.668 0.270
H 3.680 0.146 -1.165 0.223
H 5.396 0.080 -2.920 0.217
H 5.174 -1.499 -4.814 0.217
H 3.251 -3.049 -4.902 0.219
H 1.553 -3.018 -3.133 0.225
H -0.214 -3.331 0.863 0.215
H -2.204 -4.646 0.326 0.222
H -3.307 -4.401 -1.877 0.219
H -2.401 -2.793 -3.529 0.219
H -0.405 -1.469 -2.997 0.236

66
Properties=species:S:1:pos:R:3:nbo_charge:R:1 method="wB97M-V/def2-TZVPD" charge=0 relative_energy_kcal_mol=6.21 mol_weight_g_mol=759.71 gap_ev="5.0 / 5.5" multiplicity=2 s_squared=0.77
Re 1.489 0.920 0.455 1.274
N 2.048 3.065 1.540 -0.808
C 1.757 2.802 2.960 -0.319
C 2.391 1.445 3.301 0.661
O 3.041 1.281 4.315 -0.545
N 2.184 0.524 2.331 -0.572
C 3.060 -0.601 2.355 -0.368
C 3.910 -0.573 1.023 0.786
O 4.946 -1.183 0.949 -0.572
O 3.371 0.136 0.108 -0.695
H 1.572 3.911 1.232 0.402
H 3.052 3.212 1.435 0.400
H 2.173 3.566 3.629 0.227
H 0.674 2.752 3.106 0.234
H 3.728 -0.591 3.220 0.259
H 2.498 -1.537 2.323 0.229
O -4.916 3.811 1.005 -0.706
C -4.739 2.609 0.926 0.758
O -5.422 1.607 0.834 -0.712
C -3.180 2.258 0.931 0.010
C -2.291 2.998 0.165 -0.236
C -0.963 2.630 0.160 0.032
N -0.497 1.565 0.832 -0.554
C -1.364 0.860 1.579 0.110
C -2.707 1.196 1.678 -0.164
C -0.877 -0.400 2.309 0.774
O -1.157 -0.559 3.467 -0.560
O -0.209 -1.245 1.588 -0.776
H -2.624 3.843 -0.417 0.252
H -0.239 3.188 -0.422 0.195
H -3.375 0.621 2.299 0.262
N 0.584 -0.651 -2.056 -0.866
P 0.189 -1.022 -0.280 1.414
C -1.618 -1.069 -0.606 -0.400
C -2.284 -0.107 -1.355 -0.218
C -3.657 -0.183 -1.523 -0.185
C -4.366 -1.237 -0.974 -0.162
C -3.700 -2.218 -0.258 -0.222
C -2.336 -2.128 -0.057 -0.139
C 0.661 -2.782 -0.350 -0.390
C 0.318 -3.516 -1.484 -0.180
C 0.592 -4.869 -1.558 -0.208
C 1.197 -5.519 -0.496 -0.180
C 1.517 -4.804 0.646 -0.220
C 1.247 -3.447 0.720 -0.101
C 1.059 0.521 -2.498 0.455
C 1.201 0.794 -3.879 -0.280
C 1.658 2.020 -4.289 -0.103
C 2.007 2.970 -3.324 -0.301
C 1.872 2.629 -2.003 0.079
N 1.386 1.455 -1.580 -0.567
H 0.333 -1.293 -2.794 0.404
H -1.723 0.711 -1.788 0.209
H -4.180 0.580 -2.082 0.229
H -5.436 -1.290 -1.088 0.231
H -4.240 -3.057 0.154 0.222
H -1.823 -2.873 0.535 0.223
H -0.204 -3.045 -2.304 0.200
H 0.324 -5.416 -2.451 0.220
H 1.395 -6.579 -0.550 0.222
H 1.974 -5.304 1.486 0.224
H 1.461 -2.917 1.633 0.216
H 0.954 0.023 -4.595 0.229
H 1.754 2.248 -5.339 0.232
H 2.381 3.940 -3.601 0.236
H 2.169 3.320 -1.224 0.198

64
Properties=species:S:1:pos:R:3:nbo_charge:R:1 method="wB97M-V/def2-TZVPD" charge=0 relative_energy_kcal_mol=19.68 mol_weight_g_mol=764.73 gap_ev="7.2 / 7.1" multiplicity=2 s_squared=0.76
Re 0.100 0.027 1.559 1.650
O 3.793 1.115 2.104 -0.974
P 2.350 1.494 2.588 2.542
O 2.283 2.620 3.490 -1.035
O 1.402 1.441 1.310 -0.986
O 1.764 0.118 3.360 -1.088
P 1.798 -1.468 2.913 2.513
O 2.449 -1.288 1.454 -1.038
O 2.452 -2.384 3.822 -1.031
O 0.269 -1.659 2.549 -0.969
H 3.796 0.499 1.357 0.528
H 2.872 -2.103 1.130 0.549
C -2.827 1.788 6.116 -0.209
C -1.758 0.898 5.881 -0.197
C -1.364 0.607 4.606 -0.202
C -2.010 1.188 3.492 0.025
C -1.614 0.924 2.130 -0.265
C -2.343 1.474 1.099 -0.209
C -3.444 2.331 1.348 -0.216
C -3.797 2.623 2.627 -0.152
C -3.097 2.058 3.730 -0.096
C -3.484 2.350 5.060 -0.170
H -3.121 2.022 7.131 0.216
H -1.246 0.436 6.716 0.218
H -0.553 -0.095 4.453 0.209
H -2.075 1.249 0.079 0.224
H -3.997 2.745 0.514 0.215
H -4.629 3.289 2.827 0.212
H -4.312 3.030 5.223 0.210
O -0.431 -0.199 -0.249 -1.073
Si 0.210 -0.549 -1.735 1.911
C 0.388 1.027 -2.693 -0.557
C 1.157 1.081 -3.861 -0.184
C 1.252 2.249 -4.605 -0.221
C 0.581 3.392 -4.190 -0.185
C -0.182 3.364 -3.031 -0.235
C -0.275 2.191 -2.295 -0.112
C -0.959 -1.742 -2.532 -0.458
C -0.693 -2.250 -3.809 -0.198
C -1.561 -3.144 -4.417 -0.218
C -2.714 -3.549 -3.754 -0.203
C -2.996 -3.058 -2.488 -0.203
C -2.122 -2.162 -1.884 -0.212
C 1.890 -1.343 -1.564 -0.454
C 3.068 -0.585 -1.589 -0.204
C 4.303 -1.162 -1.318 -0.236
C 4.380 -2.515 -1.005 -0.217
C 3.225 -3.291 -0.989 -0.243
C 1.995 -2.708 -1.279 -0.218
H 1.699 0.202 -4.197 0.208
H 1.853 2.270 -5.505 0.215
H 0.659 4.305 -4.765 0.214
H -0.700 4.255 -2.700 0.216
H -0.863 2.190 -1.385 0.200
H 0.203 -1.944 -4.341 0.207
H -1.341 -3.527 -5.405 0.215
H -3.393 -4.247 -4.227 0.214
H -3.894 -3.372 -1.971 0.214
H -2.350 -1.780 -0.895 0.220
H 3.018 0.475 -1.817 0.226
H 5.204 -0.561 -1.352 0.222
H 5.340 -2.968 -0.790 0.224
H 3.286 -4.348 -0.762 0.225
H 1.102 -3.324 -1.267 0.226

63
Properties=species:S:1:pos:R:3:nbo_charge:R:1 method="wB97M-V/def2-TZVPD" charge=+1 relative_energy_kcal_mol=0.00 mol_weight_g_mol=704.37 gap_ev="8.1 / 6.4" multiplicity=5 s_squared=6.01
Ru -0.088 -0.256 0.036 1.179
C -1.111 2.137 -4.320 -0.595
C -0.511 0.963 -3.534 -0.257
C 1.008 0.912 -3.708 -0.604
C -0.955 1.076 -2.093 0.026
C -2.080 0.385 -1.627 -0.210
C -2.614 0.623 -0.353 -0.248
C -2.035 1.556 0.504 0.006
C -2.684 1.955 1.799 -0.646
C -0.845 2.173 0.082 -0.272
C -0.324 1.947 -1.202 -0.200
H -0.842 2.055 -5.378 0.232
H -0.720 3.091 -3.945 0.208
H -2.203 2.162 -4.246 0.215
H -0.934 0.037 -3.925 0.220
H 1.473 1.875 -3.466 0.204
H 1.252 0.691 -4.751 0.233
H 1.456 0.140 -3.084 0.222
H -2.586 -0.300 -2.297 0.251
H -3.535 0.132 -0.058 0.248
H -3.454 1.243 2.101 0.232
H -3.157 2.931 1.679 0.252
H -1.951 2.048 2.606 0.231
H -0.380 2.913 0.718 0.256
H 0.543 2.505 -1.524 0.251
C -0.468 -1.787 6.068 -0.729
S 1.202 -2.071 5.423 0.296
C 1.513 -0.570 4.563 -0.361
C 0.889 -0.059 3.493 -0.465
S -0.482 -0.738 2.639 0.359
S 1.506 1.440 2.853 0.460
C 2.798 1.661 3.995 -0.597
S 3.817 2.906 3.965 0.082
S 2.850 0.369 5.159 0.521
H -0.725 -2.714 6.581 0.250
H -1.188 -1.610 5.273 0.221
H -0.465 -0.967 6.784 0.235
N 1.674 -6.641 -0.785 -0.249
C 1.329 -5.704 -0.209 0.255
C 0.903 -4.520 0.517 -0.139
C 1.793 -3.881 1.382 -0.127
C 1.428 -2.726 2.043 -0.239
C 0.164 -2.204 1.830 -0.100
C -0.742 -2.853 0.989 -0.283
C -0.368 -4.014 0.331 -0.135
H 2.786 -4.292 1.520 0.249
H 2.132 -2.223 2.690 0.246
H -1.757 -2.489 0.905 0.236
H -1.060 -4.516 -0.332 0.248
Cl 6.208 -5.241 -2.920 0.041
C 4.963 -4.161 -2.394 -0.006
C 3.746 -4.157 -3.052 -0.232
C 2.748 -3.298 -2.617 -0.155
C 2.974 -2.449 -1.538 -0.149
C 4.206 -2.457 -0.897 -0.175
C 5.206 -3.316 -1.320 -0.228
C 1.899 -1.564 -1.037 0.758
O 2.132 -0.717 -0.123 -0.728
O 0.708 -1.648 -1.503 -0.747
H 3.582 -4.829 -3.888 0.243
H 1.782 -3.289 -3.108 0.235
H 4.376 -1.780 -0.068 0.238
H 6.170 -3.337 -0.830 0.238

66
Properties=species:S:1:pos:R:3:nbo_charge:R:1 method="wB97M-V/def2-TZVPD" charge=+1 relative_energy_kcal_mol=17.20 mol_weight_g_mol=801.73 gap_ev="6.2 / 5.6" multiplicity=4 s_squared=3.82
Mn 1.435 0.149 0.081 1.185
C 4.918 -2.845 1.260 -0.408
N 4.850 -1.405 1.515 -0.315
C 5.927 -0.537 1.430 -0.030
C 5.457 0.706 1.610 -0.047
N 4.085 0.588 1.810 -0.368
C 3.727 -0.715 1.728 0.317
S 2.158 -1.377 1.885 -0.059
C 3.213 1.686 1.982 0.414
C 3.631 2.766 2.737 -0.241
C 2.795 3.861 2.843 -0.104
C 1.568 3.840 2.198 -0.223
C 1.220 2.716 1.484 0.094
N 2.024 1.644 1.382 -0.456
H 5.897 -3.202 1.568 0.228
H 4.767 -3.031 0.199 0.237
H 4.145 -3.350 1.830 0.243
H 6.925 -0.884 1.232 0.252
H 5.954 1.658 1.566 0.255
H 4.587 2.733 3.239 0.247
H 3.098 4.719 3.428 0.246
H 0.892 4.681 2.234 0.250
H 0.287 2.665 0.940 0.238
C -0.263 -0.114 0.882 -0.203
Ge -1.803 -0.498 -0.337 1.536
C -2.118 -2.406 -0.258 -0.355
C -2.242 -3.016 0.992 -0.220
C -2.535 -4.368 1.087 -0.205
C -2.707 -5.119 -0.067 -0.191
C -2.590 -4.519 -1.312 -0.186
C -2.296 -3.164 -1.412 -0.233
C -1.693 0.180 -2.141 -0.387
C -1.049 -0.496 -3.179 -0.263
C -1.019 0.043 -4.458 -0.221
C -1.627 1.265 -4.714 -0.184
C -2.260 1.950 -3.688 -0.186
C -2.291 1.412 -2.408 -0.217
C -3.290 0.385 0.551 -0.480
C -3.172 1.129 1.726 -0.211
C -4.290 1.703 2.319 -0.206
C -5.538 1.536 1.742 -0.191
C -5.669 0.801 0.570 -0.214
C -4.553 0.228 -0.021 -0.137
H -0.481 -0.143 1.953 0.147
H -2.130 -2.435 1.902 0.203
H -2.637 -4.833 2.059 0.223
H -2.944 -6.173 0.005 0.224
H -2.731 -5.104 -2.211 0.223
H -2.232 -2.708 -2.390 0.222
H -0.576 -1.454 -2.999 0.230
H -0.525 -0.496 -5.256 0.226
H -1.597 1.686 -5.710 0.228
H -2.722 2.910 -3.880 0.224
H -2.790 1.958 -1.617 0.222
H -2.205 1.278 2.197 0.184
H -4.186 2.278 3.230 0.221
H -6.412 1.975 2.205 0.225
H -6.643 0.673 0.117 0.225
H -4.671 -0.350 -0.931 0.213
F 3.267 1.173 -4.127 -0.674
Te 2.048 0.966 -2.684 2.580
F 3.287 2.101 -1.879 -0.627
F 3.146 -0.031 -0.687 -0.659
F 1.256 2.506 -3.352 -0.623
F 0.942 -1.200 -0.994 -0.543
O 0.983 1.422 -1.005 -0.896